Entry from the OMol25 dataset: a structure of composition C54H124F18N14O35S6 in a non-equilibrium geometry (ωB97M-V with the def2-TZVPD basis set).

```
251
Properties=species:S:1:pos:R:3:forces:R:3
C 6.3608 -2.1484 -0.2436 -1.63 -0.08 1.14
C 6.5563 -2.0305 1.2536 1.25 0.15 -0.51
N 5.7613 -0.8970 1.8497 -0.28 -0.17 1.03
C 6.5156 -0.4964 3.1243 -1.29 -0.68 -0.81
C 5.4874 0.2854 0.9441 -0.24 -0.68 0.42
C 6.6681 1.1641 0.8395 1.57 -1.28 0.21
C 4.3781 -1.5190 2.1551 1.91 -0.30 1.65
C 3.3376 -0.6238 2.6712 -2.02 1.64 0.88
O 2.2251 -1.4535 3.0936 0.47 -0.13 -0.08
C 1.1157 -0.6936 3.5291 -0.47 0.40 -0.96
H 5.2557 -2.2551 -0.3350 0.87 0.26 -0.70
H 6.7190 -3.1216 -0.4897 0.56 -0.49 -0.60
H 6.7594 -1.3191 -0.8415 0.02 -0.41 0.28
H 7.6237 -1.9287 1.4890 -0.21 0.58 0.05
H 6.2589 -2.9330 1.7883 -0.29 0.06 -0.35
H 5.9285 0.2811 3.5319 -0.12 1.37 0.52
H 7.5746 -0.2476 2.9553 -0.74 -0.16 -0.10
H 6.3566 -1.3221 3.7957 0.54 -0.55 0.23
H 4.6649 0.8328 1.4181 0.18 -0.16 -0.47
H 5.2503 -0.1765 -0.0019 -0.57 0.26 -0.24
H 6.6290 1.7096 -0.0782 -0.04 0.77 -0.34
H 7.5705 0.5077 0.7541 -0.41 0.62 -0.06
H 6.7409 1.7233 1.7570 0.25 0.74 -0.08
H 4.5552 -2.2500 2.9413 0.08 -0.50 -0.34
H 4.0209 -1.9748 1.2760 -0.13 -0.82 -1.08
H 2.9623 0.0022 1.8583 -0.05 0.31 0.26
H 3.6621 0.0630 3.5072 -0.22 -0.65 -0.67
H 1.3718 -0.1839 4.4446 0.13 0.63 0.34
H 0.1983 -1.2689 3.7506 0.74 -0.46 -0.30
H 0.7967 0.0218 2.7203 0.38 -0.24 0.89
C -1.9131 1.8910 4.4543 -1.18 -1.91 1.59
C -0.5686 2.1064 5.0334 1.57 1.52 0.46
N -0.2381 3.6112 5.4360 1.24 -0.11 1.11
C -1.4013 4.3730 6.0074 0.31 -1.38 -0.73
C 0.8659 3.5434 6.6165 -0.94 0.37 -1.52
C 2.0732 2.7593 6.1844 -0.01 -0.37 -1.24
C 0.2718 4.2510 4.1337 0.79 -1.16 0.62
C 0.8264 5.5970 4.2000 -0.93 1.51 -0.65
O -0.1576 6.5711 4.5817 0.57 -1.28 0.77
C 0.1104 7.8314 4.0256 -0.47 -0.11 1.18
H -2.6924 1.9823 5.2474 0.37 0.08 -0.67
H -1.9967 0.8300 4.1084 0.14 0.66 0.21
H -2.1575 2.4875 3.6245 -0.16 0.98 -1.06
H 0.2295 1.9583 4.2856 -0.46 -0.46 0.46
H -0.3554 1.5323 5.9563 -0.36 0.09 -0.66
H -1.8096 3.8327 6.8418 -0.33 -0.53 0.15
H -2.0743 4.4670 5.1872 -0.92 0.12 -0.29
H -1.1642 5.3422 6.3520 0.86 0.97 0.06
H 0.3544 3.0342 7.4226 -0.38 0.22 0.24
H 1.1400 4.6000 6.8865 -0.50 -1.05 -0.26
H 2.6604 3.4560 5.5560 0.00 -1.09 -0.10
H 1.8352 1.7383 5.6921 0.47 1.92 0.64
H 2.6629 2.5399 7.0500 0.39 -0.12 0.63
H -0.5169 4.2740 3.4181 -0.66 -0.64 -0.33
H 1.1802 3.6965 3.7888 -1.07 -0.22 0.08
H 1.1144 5.8362 3.1554 0.33 -0.35 0.55
H 1.6754 5.5170 4.8417 0.93 0.92 0.60
H -0.6619 8.4540 4.4918 0.36 0.37 -0.49
H -0.0094 7.7265 2.9713 0.02 0.49 -1.02
H 1.1128 8.1663 4.3013 0.00 0.23 -0.12
C -0.2073 1.9512 -2.7088 -0.60 -0.51 0.15
C -0.3271 0.5759 -2.0461 1.24 0.91 -2.04
N 0.3835 0.5054 -0.7898 1.45 -1.83 3.35
C 1.8680 0.5273 -0.9600 -0.24 -0.02 1.10
C 0.1081 1.5535 0.3177 0.05 -0.02 -0.29
C -1.3460 1.6780 0.7369 -0.57 -1.23 -2.11
C 0.0351 -0.8731 -0.1077 0.22 0.12 -1.66
C 0.5339 -2.0888 -0.9157 -1.14 0.53 1.32
O 1.7626 -2.4768 -0.3762 -0.77 0.51 0.43
C 2.5523 -3.1950 -1.2829 0.12 -2.59 1.60
H 0.8272 2.1615 -2.9433 0.12 0.03 -0.39
H -0.5608 2.7251 -2.0554 -0.32 0.52 0.30
H -0.8297 1.9578 -3.6143 0.38 0.03 0.16
H 0.2084 -0.1163 -2.7528 -0.86 0.32 0.83
H -1.3196 0.2806 -1.8254 -1.10 -0.29 -0.26
H 2.3224 0.4804 0.0348 -0.15 0.16 -0.20
H 2.1498 1.4349 -1.4329 0.22 0.71 -0.47
H 2.2375 -0.3078 -1.4934 0.05 -0.68 -0.77
H 0.4669 2.5212 -0.0957 -0.22 -0.69 0.35
H 0.7221 1.2827 1.2225 -0.29 0.22 -1.29
H -1.3260 2.6270 1.2134 -0.74 0.79 0.69
H -1.7890 0.8388 1.2990 0.58 0.48 0.25
H -2.0038 1.7001 -0.1841 0.66 0.50 0.92
H -1.0205 -0.8948 0.0147 -1.00 0.09 0.08
H 0.4948 -0.8094 0.8366 0.64 -0.24 1.16
H 0.6383 -1.6838 -1.8791 0.51 -0.04 -1.80
H -0.2557 -2.8962 -1.0340 0.88 0.62 0.50
H 2.7147 -2.6787 -2.1878 0.38 0.71 -1.04
H 2.0509 -4.1814 -1.4862 0.47 0.69 -0.13
H 3.4632 -3.4184 -0.6895 -0.18 0.07 -0.91
C 4.9520 4.8312 -4.4878 -0.09 -1.27 1.34
O 5.0148 4.8584 -3.0388 -0.03 -0.36 0.95
C 4.6930 3.6740 -2.2213 0.98 0.00 -3.13
C 3.4117 3.9671 -1.5389 -0.33 0.77 0.78
N 3.6138 5.1939 -0.7229 1.04 0.99 0.44
H 3.9934 5.9121 -1.3793 0.19 -0.47 0.64
H 2.7279 5.5531 -0.3957 -1.36 0.02 0.07
C 4.3994 5.1882 0.6046 -1.37 1.33 -0.85
C 4.6265 6.7139 0.8829 -0.18 -0.89 1.31
O 5.2563 7.4587 -0.1064 -0.08 0.10 -0.74
C 6.6363 7.3010 -0.1742 1.81 0.06 -1.42
H 4.1159 4.2918 -4.9088 -0.58 -0.44 0.33
H 5.8382 4.3669 -4.9112 0.33 0.37 -0.01
H 4.7866 5.8488 -4.7041 0.37 1.18 -0.74
H 5.4986 3.4482 -1.5161 0.06 0.32 -0.12
H 4.6814 2.8437 -2.9611 -0.47 0.06 0.90
H 3.1452 3.2179 -0.8024 -0.48 -0.43 -0.28
H 2.6253 4.3108 -2.2294 0.06 -0.97 0.13
H 5.2999 4.6416 0.4522 0.73 -0.44 0.09
H 3.7425 4.7608 1.4155 0.69 0.43 -1.06
H 5.2475 6.7236 1.8172 -0.81 0.34 -0.39
H 3.6336 7.2063 0.9778 0.59 -0.48 0.48
H 7.1441 8.1728 -0.6639 -0.96 -0.60 0.11
H 6.9725 6.3954 -0.7365 -0.46 0.45 0.29
H 7.1096 7.2684 0.7853 0.03 -0.20 1.02
C -2.6273 -6.8361 3.5731 0.92 0.00 -1.28
O -2.1219 -5.8430 2.6901 -1.20 -0.61 -1.14
C -1.0355 -5.1315 3.1674 -0.56 -0.05 0.90
C -0.5146 -4.2561 2.0742 1.26 -0.38 -0.01
N -0.2324 -5.2006 0.9125 -1.65 0.59 0.22
H -1.0010 -5.9124 0.9765 1.02 -0.07 0.10
H -0.5018 -4.7060 0.0588 0.84 -0.23 -0.45
C 1.1718 -5.7880 1.0073 -0.23 -0.24 0.84
C 1.1915 -7.1821 0.3908 -0.78 0.09 -2.66
O 0.0818 -7.8430 0.9183 -0.86 -1.01 1.46
C -0.1871 -9.1645 0.4629 -1.30 0.54 -0.77
H -2.0172 -7.7326 3.5042 0.39 -0.15 0.24
H -3.5673 -7.0994 3.1494 -1.01 -0.11 0.14
H -2.6696 -6.4825 4.5820 -0.27 0.25 0.68
H -0.3073 -5.8621 3.4892 0.70 0.00 0.40
H -1.4545 -4.5732 3.9952 0.73 0.65 0.51
H 0.4687 -3.8608 2.3350 -0.09 0.19 0.19
H -1.1640 -3.4139 1.8634 -0.44 -0.17 -0.55
H 1.3396 -5.8361 2.1286 0.28 0.03 -1.54
H 1.8504 -5.0832 0.5121 -0.20 -0.35 0.41
H 2.1073 -7.7553 0.4530 0.40 0.32 0.79
H 1.0154 -7.1405 -0.7356 0.27 0.44 0.96
H 0.5686 -9.9129 0.6473 0.52 0.03 0.43
H -0.3610 -9.1236 -0.6123 0.20 -0.05 -0.33
H -1.1694 -9.5044 0.8663 0.85 0.40 0.17
C -9.7241 2.5628 1.1965 -0.32 1.45 0.32
O -8.5838 2.8302 2.0226 0.67 -1.49 -0.78
C -7.7685 1.5855 2.1544 -0.19 2.84 0.51
C -6.3282 2.1112 2.2970 -1.31 -1.36 2.13
N -5.9566 2.8965 1.1626 0.01 1.87 -0.94
H -6.1744 2.3781 0.3069 0.59 -0.86 -0.81
H -6.5733 3.7223 0.9410 0.57 -0.42 1.00
C -4.5129 3.2964 1.2386 -1.68 -0.34 2.30
C -4.3214 4.4868 2.1410 -0.36 1.64 -1.03
O -4.9730 5.5947 1.4722 -0.28 -0.58 0.53
C -5.2023 6.8281 2.2154 1.20 -1.49 -0.88
H -10.3917 3.4493 1.3687 0.54 -0.82 -0.58
H -10.2389 1.6982 1.5776 -0.35 -0.54 0.07
H -9.4941 2.4106 0.1140 0.05 0.27 0.77
H -7.8808 1.0307 1.2322 -0.07 -0.64 0.05
H -8.1392 1.1374 3.0885 0.41 -0.54 -0.61
H -5.6081 1.3077 2.4608 -0.08 -0.26 -0.60
H -6.2388 2.6689 3.2323 -0.26 0.45 -0.25
H -4.1278 3.3643 0.2915 0.82 0.86 -2.37
H -4.0233 2.4650 1.6795 0.55 -0.98 0.46
H -3.2370 4.6439 2.1822 0.02 0.18 0.28
H -4.7530 4.3917 3.1519 0.23 -0.32 -0.26
H -5.1339 6.6187 3.2810 -0.10 0.18 0.20
H -6.2113 7.1546 1.9432 0.48 0.32 0.03
H -4.3486 7.4541 1.8921 -0.89 0.41 0.42
C -4.1034 -5.6001 -0.2173 -0.20 -0.25 -0.80
O -4.2866 -4.7085 -1.2822 1.21 0.45 -0.85
C -5.2733 -5.0974 -2.1501 -0.97 0.30 0.22
C -5.3816 -4.0857 -3.2555 -2.91 1.39 1.13
N -4.1891 -3.8080 -4.0745 0.60 -0.51 3.03
H -3.5377 -3.3924 -3.3326 -0.39 -0.63 -1.41
H -3.7545 -4.7200 -4.3491 0.03 0.51 -0.19
C -4.3900 -2.8380 -5.1497 1.32 -1.03 -1.19
C -3.0257 -2.6695 -5.7863 0.80 0.05 -1.12
O -2.1660 -2.0043 -4.9037 -0.15 -0.28 1.33
C -1.1802 -1.0906 -5.3203 -0.74 0.82 -1.32
H -5.0501 -5.5836 0.3051 -0.24 -0.38 0.79
H -3.3401 -5.0829 0.3584 0.20 -0.87 0.41
H -3.9243 -6.6509 -0.6168 0.34 1.16 0.78
H -6.2122 -5.1852 -1.5600 -0.16 0.53 -0.62
H -5.1974 -6.0605 -2.5888 0.91 -1.35 -0.30
H -5.6942 -3.1323 -2.7673 0.51 -0.52 -0.54
H -6.2791 -4.3446 -3.8265 0.56 -0.16 -0.62
H -4.6956 -1.8954 -4.7798 -0.66 0.79 0.67
H -5.0941 -3.2495 -5.8771 0.00 0.07 0.20
H -3.1458 -2.0990 -6.7043 -0.02 0.08 -0.27
H -2.5948 -3.6663 -6.0563 -0.29 0.51 0.08
H -0.2899 -1.1042 -4.7512 1.07 -1.15 0.65
H -1.4816 -0.0746 -5.1294 -0.87 0.63 -0.10
H -0.9399 -1.1333 -6.3886 0.00 -0.37 0.14
N 0.2660 5.0049 0.5372 -0.42 0.24 0.79
O 0.0747 4.6357 -0.6190 -0.27 -0.36 -0.31
O -0.5653 4.7952 1.4607 0.23 0.02 -1.00
O 1.3168 5.6179 0.8178 0.62 0.37 0.20
N -3.1951 -1.1422 2.1583 0.76 -0.74 -0.42
O -3.1082 -1.6972 1.0327 0.39 -0.22 0.87
O -2.5745 -1.6061 3.1681 -0.55 0.53 -1.03
O -3.8649 -0.1034 2.2380 -0.23 0.55 0.66
N 3.7277 3.0131 2.9373 -1.53 2.08 1.20
O 4.8000 2.4928 2.9750 3.00 -1.61 0.13
O 3.4900 3.9919 3.7053 -0.24 -0.07 -0.45
O 2.8645 2.6279 2.1479 -1.30 -0.44 -0.93
N 4.3596 -5.2493 1.2101 -0.38 0.36 1.09
O 5.1235 -4.3915 0.6805 -0.61 -0.90 0.20
O 3.9447 -6.2293 0.5787 0.42 0.23 -0.31
O 3.9714 -5.0829 2.4061 0.45 0.16 -0.87
C -2.2770 -7.9321 -6.2493 1.28 1.78 0.43
F -0.9421 -7.9311 -6.2089 0.44 0.75 0.48
F -2.6311 -7.0881 -7.2534 -0.30 -0.30 0.93
F -2.5826 -9.1319 -6.5451 -1.67 -2.30 -0.74
S -2.9846 -7.5083 -4.5254 1.60 0.12 -0.41
O -4.3026 -7.0399 -4.7297 -1.96 0.24 -0.67
O -2.7628 -8.6794 -3.7488 0.24 -0.03 0.03
N -2.2114 -6.1939 -4.0960 0.00 1.31 -0.17
S -0.8826 -5.9487 -3.3150 0.88 0.46 1.93
O -1.0587 -5.0906 -2.1074 -0.04 -0.97 -2.32
O -0.1364 -7.1547 -3.1225 0.25 -0.08 0.07
C 0.2839 -4.9245 -4.4492 0.41 -0.98 0.86
F 0.4506 -5.4822 -5.6259 -0.36 -0.65 -0.64
F -0.0231 -3.6728 -4.6386 -0.82 1.04 0.16
F 1.4631 -4.9588 -3.8223 0.06 -0.06 0.29
C -4.4866 -0.1582 -1.9414 -0.28 1.95 -0.92
F -3.7673 0.2325 -0.9235 0.00 -0.44 1.48
F -3.8609 0.4137 -2.9812 0.02 -0.42 -0.82
F -4.5110 -1.4554 -2.1225 0.69 -0.99 0.31
S -6.2643 0.3578 -1.9575 -0.40 -0.22 -0.63
O -6.5512 0.2956 -3.3692 -0.07 -0.40 0.68
O -6.8677 -0.6012 -1.0526 0.25 1.26 -0.36
N -6.2826 1.8658 -1.3978 -0.01 -0.26 0.40
S -6.7047 3.1675 -2.2564 -0.08 -2.19 -1.56
O -7.4602 2.8328 -3.4236 0.24 0.44 0.25
O -7.2031 4.1667 -1.3807 0.29 0.62 1.02
C -5.0665 3.7381 -2.9215 -0.67 0.94 -0.94
F -4.2933 4.3140 -2.0550 1.06 0.18 2.27
F -4.3692 2.7903 -3.5185 -0.31 -0.38 -0.26
F -5.3349 4.7166 -3.7858 -0.54 -0.04 -0.98
C 6.1537 -1.7286 -3.7820 1.62 1.38 -2.06
F 5.6751 -2.0552 -4.9950 0.00 0.44 0.35
F 5.9983 -2.7242 -3.0099 -0.11 -1.90 1.48
F 7.5018 -1.4663 -3.9358 -1.45 -0.20 0.22
S 5.3008 -0.2497 -3.0632 -0.53 1.41 2.17
O 4.3042 -0.7757 -2.1362 0.95 -0.11 -0.69
O 6.3243 0.5889 -2.4423 -0.57 -1.09 -0.84
N 4.6672 0.5443 -4.2418 -2.17 -0.07 -1.60
S 3.0611 0.4133 -4.6581 2.74 1.03 -0.99
O 2.3010 -0.5486 -3.9596 -0.74 -1.54 0.36
O 2.5143 1.7202 -4.7245 -0.28 1.50 0.01
C 3.0564 -0.0604 -6.5223 -0.69 -3.41 0.51
F 1.8032 0.1292 -7.0545 1.83 0.96 0.48
F 4.0632 0.3983 -7.2520 -1.16 0.42 0.38
F 3.1527 -1.4528 -6.5434 0.36 1.43 0.12
```
Positions in Å, forces in eV/Å.

Output
- E_tot: -264431.60945 eV
- LUMO energy: -0.1 eV
- Kohn-Sham gap: 8.1 eV

Atom charges from the Löwdin analysis, given in e for atoms 1 to 2: atom 1 (C): -0.080, atom 2 (C): -0.173